P) 15
Properties=species:S:1:pos:R:3 method="wB97M-V/def2-TZVPD" spin_multiplicity=1 total_charge=+1 gap_ha=0.2943
C -2.20 0.15 -0.65
C -2.76 -0.46 0.39
H -2.23 1.23 -0.73
H -1.81 -0.44 -1.46
H -3.29 0.09 1.16
H -2.96 -1.52 0.33
C 0.77 0.29 0.74
C 2.75 -0.38 -0.49
N 2.00 0.54 -0.05
H 0.88 -0.45 1.52
H 0.08 -0.14 0.01
H 0.31 1.22 1.04
H 2.76 -1.40 -0.11
H 3.47 -0.20 -1.28
H 2.22 1.47 -0.42


Q) 15
Properties=species:S:1:pos:R:3 method="wB97M-V/def2-TZVPD" spin_multiplicity=1 total_charge=+1 gap_ha=0.2805
C 2.59 -0.24 -0.34
C 2.75 -0.20 0.99
H 2.68 0.53 -1.13
H 2.32 -1.26 -0.72
H 2.65 0.72 1.61
H 2.64 -1.10 1.62
C -2.52 1.00 -0.09
C -0.98 -0.86 -0.63
N -1.23 0.27 -0.01
H -2.53 1.48 -1.11
H -3.39 0.26 -0.05
H -2.52 1.83 0.67
H -1.83 -1.60 -0.78
H -0.08 -1.39 -0.66
H -0.54 0.56 0.63


R) 15
Properties=species:S:1:pos:R:3 method="wB97M-V/def2-TZVPD" spin_multiplicity=1 total_charge=+1 gap_ha=0.3047
C -0.44 0.23 -0.16
N -0.16 -1.00 0.42
C 1.14 -1.07 0.80
C 1.90 -0.36 -0.39
C 0.89 0.73 -0.82
H -0.76 1.00 0.57
H -1.28 0.11 -0.86
H -5.63 0.58 1.00
H -5.36 0.67 0.31
H 1.30 -0.30 1.59
H 1.56 -2.02 1.10
H 2.17 -1.05 -1.18
H 2.83 0.03 0.00
H 1.19 1.72 -0.51
H 0.66 0.72 -1.88


S) 15
Properties=species:S:1:pos:R:3 method="wB97M-V/def2-TZVPD" spin_multiplicity=1 total_charge=+1 gap_ha="0.2915 / 0.3518"
C 0.60 0.67 1.36
C 0.08 -0.40 0.47
C -0.12 0.34 -0.89
C 1.03 -1.58 0.31
N -1.45 0.93 -1.13
H -0.05 1.44 1.73
H 1.66 0.84 1.43
H -0.90 -0.76 0.80
H 0.69 0.97 -1.24
H 1.98 -1.26 -0.10
H 0.61 -2.33 -0.35
H 1.22 -2.03 1.28
H -1.64 1.83 -0.67
H -2.17 0.25 -0.85
H -1.53 1.08 -2.15


List of relative energies, unit hartree: P) 0.0000; Q) 0.0295; R) 0.1081; S) 0.0493


P) 15
Properties=species:S:1:pos:R:3 method="wB97M-V/def2-TZVPD" spin_multiplicity=1 total_charge=+1 smiles="CC/C=C/[NH3+]" gap_ha=0.4114
C 2.15 -0.17 -0.80
C 1.28 0.61 0.17
C -0.24 0.49 -0.13
C -1.03 -0.36 0.52
N -2.49 -0.45 0.29
H 1.57 -1.06 -1.24
H 2.73 0.37 -1.55
H 2.95 -0.65 -0.22
H 1.36 0.43 1.26
H 1.45 1.68 0.18
H -0.61 1.40 -0.64
H -0.66 -0.93 1.39
H -2.68 0.32 -0.36
H -2.97 -0.35 1.19
H -2.84 -1.33 -0.07


Q) 15
Properties=species:S:1:pos:R:3 method="wB97M-V/def2-TZVPD" spin_multiplicity=1 total_charge=+1 gap_ha=0.3639
C -0.99 -1.98 1.00
C -1.34 -0.94 0.38
C -0.22 1.65 -0.87
C 0.17 0.18 -0.74
N 1.44 -0.10 0.06
H -1.78 -2.60 1.23
H -0.10 -2.37 1.47
H -2.21 -0.52 0.12
H -1.24 1.68 -1.34
H -0.23 2.36 -0.01
H 0.39 1.94 -1.70
H 0.00 -0.27 -1.66
H 2.16 0.64 -0.39
H 1.64 -1.08 -0.01
H 1.22 0.14 1.01


R) 15
Properties=species:S:1:pos:R:3 method="wB97M-V/def2-TZVPD" spin_multiplicity=1 total_charge=+1 gap_ha=0.1945
C 2.39 2.22 1.93
N 2.07 3.28 1.29
H 2.45 1.26 1.43
H 2.50 2.40 2.99
H 1.48 4.04 1.62
H 1.84 3.14 0.30
C -2.43 -1.68 -1.65
C -1.17 -2.25 -1.05
C -0.34 -1.76 -0.14
H -3.34 -1.89 -1.10
H -2.53 -2.08 -2.65
H -2.28 -0.60 -1.77
H -0.78 -3.10 -1.62
H 0.50 -2.29 0.29
H -0.36 -0.70 0.13


List of relative energies, unit hartree: P) 0.0000; Q) 0.1037; R) 0.0515


P) 15
Properties=species:S:1:pos:R:3 method="wB97M-V/def2-TZVPD" spin_multiplicity=1 total_charge=+1 gap_ha=0.2433
C -0.94 0.64 -1.63
C -0.77 0.86 -0.11
C -0.24 -0.39 0.60
C -0.98 -1.20 1.44
N 2.49 -0.02 0.05
H -1.69 -0.12 -1.66
H 0.04 0.23 -2.07
H -1.20 1.59 -2.12
H -1.74 1.09 0.26
H -0.18 1.72 0.07
H -0.52 -2.03 1.92
H -1.95 -0.92 1.70
H 1.42 -0.37 0.04
H 2.95 0.02 -0.88
H 3.00 -0.59 0.61


Q) 15
Properties=species:S:1:pos:R:3 method="wB97M-V/def2-TZVPD" spin_multiplicity=1 total_charge=+1 gap_ha=0.3019
C -2.66 0.23 -0.23
C -2.13 -0.79 0.46
H -2.09 1.07 -0.60
H -3.72 0.15 -0.47
H -1.30 -0.80 1.17
H -2.60 -1.77 0.38
C 2.43 0.64 0.55
C 0.57 0.01 -0.91
N 1.61 -0.29 -0.22
H 3.46 0.34 0.38
H 2.31 0.31 1.59
H 2.06 1.66 0.48
H 0.34 1.07 -0.86
H -0.19 -0.58 -1.39
H 1.90 -1.25 -0.33


List of relative energies, unit hartree: P) 0.1248; Q) 0.0000


P) 15
Properties=species:S:1:pos:R:3 method="wB97M-V/def2-TZVPD" spin_multiplicity=1 total_charge=+1 gap_ha=0.2858
C 0.44 0.90 -0.45
N 0.67 -0.02 0.53
C -0.10 -1.19 0.36
C -1.47 -0.52 -0.01
C -0.98 0.56 -1.02
H 1.13 0.78 -1.31
H 0.62 1.89 -0.03
H 6.38 1.36 3.25
H 5.73 1.06 3.44
H 0.34 -1.80 -0.46
H -0.09 -1.76 1.27
H -1.86 -0.12 0.91
H -2.20 -1.16 -0.47
H -0.90 -0.02 -1.93
H -1.54 1.46 -1.19


Q) 15
Properties=species:S:1:pos:R:3 method="wB97M-V/def2-TZVPD" spin_multiplicity=1 total_charge=+1 gap_ha=0.1355
C -2.24 -0.95 -0.57
C -2.21 0.45 0.19
C -0.84 1.03 0.25
C 0.19 0.25 -0.05
N 4.26 -0.20 0.09
H -1.16 -0.83 -0.88
H -2.40 -1.79 0.09
H -3.01 -0.93 -1.36
H -2.70 1.38 -0.26
H -2.55 0.29 1.14
H -0.86 2.08 0.62
H 1.22 0.48 0.27
H 3.35 -0.10 -0.41
H 4.82 -0.91 -0.22
H 4.13 -0.26 1.09


R) 15
Properties=species:S:1:pos:R:3 method="wB97M-V/def2-TZVPD" spin_multiplicity=1 total_charge=+1 smiles="C=C([NH3+])CC" gap_ha=0.3821
C -0.08 1.18 -1.68
C 0.10 0.28 -0.66
N 1.08 -0.89 -0.77
C -0.93 0.34 0.45
C -0.28 -0.19 1.78
H -1.10 1.46 -2.00
H 0.80 1.04 -2.38
H 2.05 -0.59 -0.85
H 1.16 -1.37 0.08
H 0.88 -1.51 -1.57
H -1.31 1.37 0.78
H -1.83 -0.31 0.24
H -1.08 0.01 2.51
H 0.57 0.35 2.14
H -0.02 -1.18 1.94


S) 15
Properties=species:S:1:pos:R:3 method="wB97M-V/def2-TZVPD" spin_multiplicity=1 total_charge=+1 gap_ha=0.4259
C 1.47 1.13 -0.03
C 1.83 -0.26 0.06
C 2.63 -1.29 -0.10
C -2.32 0.20 -0.57
N 0.57 0.09 0.60
H 1.79 1.85 0.69
H 1.00 1.45 -0.88
H 2.47 -2.30 0.29
H -2.81 0.23 0.41
H 3.61 -1.22 -0.52
H -1.57 -0.60 -0.69
H -2.97 0.05 -1.43
H -1.72 1.09 -0.76
H 0.66 -0.10 1.75
H -0.45 -0.13 0.32


List of relative energies, unit hartree: P) 0.1041; Q) 0.1708; R) 0.0000; S) 0.0344


P) 22
Properties=species:S:1:pos:R:3 method="wB97M-V/def2-TZVPD" spin_multiplicity=1 total_charge=+1 gap_ha=0.3463
C 0.20 2.84 -0.49
C -0.75 1.71 -0.11
C -0.44 0.42 -0.84
C -0.62 0.32 -2.15
C 0.28 -0.84 1.10
N 0.08 -0.71 -0.16
H -0.07 3.24 -1.46
H 0.19 3.67 0.22
H 1.23 2.51 -0.53
H -0.71 1.54 0.96
H -1.78 2.00 -0.31
H -1.06 1.16 -2.67
H -0.34 -0.53 -2.75
H 0.79 -1.74 1.43
H 0.03 -0.04 1.78
H 0.11 -1.60 -0.72
H 0.69 -1.08 4.69
H -0.06 -2.24 3.97
O 0.60 -1.55 3.84
H -0.18 -3.34 -1.93
H 1.19 -2.84 -2.32
O 0.61 -2.91 -1.55


Q) 22
Properties=species:S:1:pos:R:3 method="wB97M-V/def2-TZVPD" spin_multiplicity=1 total_charge=+1 gap_ha=0.3706
O -0.13 1.17 2.61
C -0.19 0.30 1.76
C 0.88 0.29 0.61
C 0.78 -0.95 -0.34
C -0.38 -0.62 -1.25
C -0.31 0.74 -1.85
N 2.31 0.36 1.19
H -1.09 -0.35 1.56
H 0.73 1.25 -0.04
H 0.71 -1.94 0.19
H 1.80 -0.94 -0.96
H -0.37 -1.41 -2.01
H -1.42 -0.92 -0.68
H -0.02 0.78 -2.90
H 0.26 1.53 -1.46
H -1.26 1.24 -1.81
H 2.23 0.22 2.21
H 3.07 -0.21 0.80
H 2.67 1.40 1.05
H -3.40 -1.27 1.00
H -3.74 0.03 -0.02
O -3.13 -0.70 0.35


R) 22
Properties=species:S:1:pos:R:3 method="wB97M-V/def2-TZVPD" spin_multiplicity=1 total_charge=+1 smiles=C[NH2+]C(C)(OC)OC gap_ha=0.4287
C 2.59 0.07 -0.30
N 1.21 0.56 -0.79
C -0.07 0.27 0.13
C -0.10 1.51 1.10
O 0.13 -0.90 0.82
C -0.54 -2.10 0.47
O -1.03 0.20 -0.89
C -2.42 0.20 -0.64
H 3.28 0.11 -1.24
H 3.10 0.70 0.45
H 2.68 -0.91 0.01
H 1.32 1.53 -1.11
H 0.89 0.06 -1.58
H 0.51 2.28 0.78
H -1.16 1.73 1.39
H 0.19 1.15 2.11
H -0.63 -2.31 -0.55
H -1.55 -1.91 0.75
H -0.25 -2.99 1.01
H -2.86 -0.24 -1.57
H -2.77 1.24 -0.67
H -2.54 -0.27 0.33


List of relative energies, unit hartree: P) 0.0000; Q) 0.0592; R) 0.0439


P) 22
Properties=species:S:1:pos:R:3 method="wB97M-V/def2-TZVPD" spin_multiplicity=1 total_charge=+1 gap_ha="0.3303 / 0.2882"
C -1.88 1.65 -0.74
C 1.80 1.36 0.94
C -0.36 -2.14 1.97
C 0.34 -1.67 -1.82
C 0.33 -0.65 0.33
N 0.53 0.84 0.36
O 0.14 -0.99 1.57
O -0.42 -1.10 -0.67
H -2.48 1.57 -1.74
H -1.44 0.66 -0.60
H -2.59 1.96 -0.05
H 1.85 1.35 2.04
H 2.63 0.62 0.67
H 1.87 2.35 0.64
H -1.16 2.44 -1.10
H -0.44 -2.42 3.00
H -0.45 -2.82 1.19
H 0.75 -2.72 -1.44
H 1.19 -1.02 -2.08
H -0.24 -1.83 -2.82
H -0.28 1.37 0.89
H 0.32 1.18 -0.55


Q) 22
Properties=species:S:1:pos:R:3 method="wB97M-V/def2-TZVPD" spin_multiplicity=1 total_charge=+1 gap_ha=0.4409
O -1.68 -0.31 1.63
C -0.33 0.11 1.82
C 0.16 0.97 0.60
N -0.27 0.07 -0.56
C 0.95 -0.53 -1.20
C 2.12 0.28 -0.68
C 1.67 1.01 0.64
H -2.23 0.42 1.85
H -0.11 0.56 2.78
H 0.24 -0.82 1.81
H -0.31 1.95 0.55
H -0.94 -0.64 -0.23
H -0.83 0.62 -1.21
H 0.87 -0.49 -2.29
H 0.99 -1.61 -1.08
H 2.28 1.12 -1.35
H 3.02 -0.32 -0.52
H 2.06 0.61 1.58
H 2.10 2.00 0.53
H -3.08 -2.37 -1.98
H -3.73 -1.05 -1.20
O -2.94 -1.55 -1.48


List of relative energies, unit hartree: P) 0.2069; Q) 0.0000


P) 8
Properties=species:S:1:pos:R:3 method="wB97M-V/def2-TZVPD" spin_multiplicity=1 total_charge=-1 gap_ha=0.2466
C -1.42 0.37 0.34
C 2.22 0.35 -0.49
C -0.55 -0.73 -0.38
O -1.07 0.17 1.47
O -2.21 1.07 -0.21
O 1.15 -0.11 -0.93
O -0.54 -1.90 -0.35
H 2.40 0.79 0.55


Q) 8
Properties=species:S:1:pos:R:3 method="wB97M-V/def2-TZVPD" spin_multiplicity=1 total_charge=-1 smiles="O=C([O-])[C@]12O[C@@H]1O2" gap_ha=0.3154
O -1.35 -0.88 -1.04
C -1.35 -0.44 0.14
O -2.08 -0.53 1.12
C -0.04 0.48 0.27
O 0.57 1.15 -0.84
C 1.31 0.14 -0.16
O 1.17 0.71 1.17
H 1.77 -0.63 -0.66


List of relative energies, unit hartree: P) 0.0000; Q) 0.0134


P) 10
Properties=species:S:1:pos:R:3 method="wB97M-V/def2-TZVPD" spin_multiplicity=1 total_charge=0 smiles=COOCF gap_ha=0.4151
C 1.65 -0.47 -0.30
O 0.77 0.36 0.50
O -0.34 0.71 -0.30
C -1.62 0.46 0.31
F -2.44 -0.39 -0.40
H 0.98 -1.13 -1.03
H 2.16 -1.23 0.32
H 2.34 0.19 -0.94
H -1.31 0.04 1.27
H -2.20 1.46 0.58


Q) 10
Properties=species:S:1:pos:R:3 method="wB97M-V/def2-TZVPD" spin_multiplicity=1 total_charge=0 gap_ha=0.4085
C 0.18 0.53 -0.59
C -0.01 -0.25 0.74
O -0.26 1.81 -0.42
O -0.22 -1.97 0.20
F 1.05 -0.31 1.52
H 1.18 0.47 -0.87
H -0.33 0.00 -1.33
H -0.96 0.01 1.20
H -1.29 1.84 -0.46
H 0.66 -2.14 0.02


List of relative energies, unit hartree: P) 0.0640; Q) 0.0000